Here is 2 unconnected molecules or ions with the total composition C24H44NO4 at a distorted geometry from the Open Molecules 2025 dataset. Energies are from ωB97M-V with the def2-TZVPD basis set.

Calculated values
- Total charge: +1
- Lowest unoccupied orbital energy: -2.7 eV
- M: 410.619 Da

Element x y z (Å)
C -4.4454 -0.8867 1.5149
C -4.0973 -0.2796 0.5356
C -3.3923 0.3593 -0.6001
C -2.8251 -0.7110 -1.5751
O -1.6006 -0.3503 -2.1555
C -0.5105 -0.2937 -1.1928
C 0.5928 0.5258 -1.8742
C 2.0448 0.2728 -1.3777
C 2.7719 -0.9304 -2.0685
C 3.5679 -1.6849 -0.9643
C 4.1315 -3.0561 -1.3965
C 3.4755 -4.2837 -0.7194
C 3.2761 -4.1598 0.8085
C 4.4762 -3.5275 1.5812
C -0.1122 -1.7780 -0.9423
O -0.1950 -2.4539 -2.1789
C -0.1258 -3.8664 -2.0326
C -1.2595 -4.5360 -2.8775
C -1.0489 0.2846 0.1496
C -0.0091 1.0053 1.0399
C 0.6955 -0.0330 1.9338
O 1.8096 0.1207 2.3323
N -2.2509 1.1671 -0.0286
C -1.9900 2.4192 -0.7479
C -2.4969 3.5216 -0.2470
H -4.6063 -1.2233 2.5168
H -4.1061 1.0500 -1.0564
H -2.8215 -1.6980 -1.0915
H -3.5526 -0.7877 -2.3920
H 0.4249 1.6091 -1.8222
H 0.5745 0.2717 -2.9419
H 2.6189 1.1592 -1.6870
H 2.1530 0.2210 -0.2900
H 2.0655 -1.5735 -2.6092
H 3.4882 -0.5516 -2.8068
H 2.9644 -1.7126 -0.0504
H 4.4346 -1.0447 -0.7384
H 4.0108 -3.1958 -2.4817
H 5.2101 -3.1221 -1.2168
H 2.5209 -4.5890 -1.1626
H 4.1634 -5.1307 -0.8781
H 2.4223 -3.4720 0.9557
H 2.9551 -5.0974 1.2757
H 4.7152 -4.1950 2.4170
H 4.1451 -2.5924 2.0517
H 5.3441 -3.3188 0.9538
H -0.8254 -2.2851 -0.2639
H 0.8851 -1.8864 -0.4862
H 0.8219 -4.2334 -2.4430
H -0.2511 -4.2165 -0.9998
H -1.9683 -3.7320 -3.1142
H -1.8103 -5.2447 -2.2482
H -0.8776 -5.0193 -3.7770
H -1.4053 -0.5729 0.7401
H -0.5826 1.6500 1.7339
H 0.6748 1.6677 0.5078
H 0.1296 -0.9595 2.2055
H -2.5432 1.4371 0.9140
H -1.4485 2.4742 -1.6845
H -3.2342 3.4353 0.5570
H -2.2445 4.5153 -0.5980
C -1.4166 5.1846 3.2646
C -2.1217 6.2007 2.3778
C -2.1942 7.5625 3.0481
O -3.4433 5.7412 2.0763
H -1.9585 5.0495 4.2042
H -1.3784 4.2080 2.7737
H -0.3976 5.4985 3.4941
H -1.5918 6.2881 1.4270
H -2.7614 7.5039 3.9809
H -2.7085 8.2777 2.4058
H -1.1982 7.9473 3.2709
H -3.9246 5.6611 2.9074

These are the Löwdin partial charges, in e, on atoms 1 to 6: number 1, C, carries 0.175; number 2, C, carries -0.062; number 3, C, carries -0.190; number 4, C, carries -0.123; number 5, O, carries -0.051; number 6, C, carries -0.334

Here is a molecular structure, C24H45BF4IrP2 at a distorted geometry from the Open Molecules 2025 dataset. Energies are from ωB97M-V with the def2-TZVPD basis set.

Calculated values
- Total charge: +2
- Spin multiplicity: 6
- Lowest unoccupied orbital energy (alpha / beta): -5.7 / -10.2 eV
- M: 674.593 Da

Element x y z (Å)
Ir 0.1106 -1.2477 -0.5184
C 2.3518 0.6036 0.6944
C 2.0263 -0.4733 -0.2568
C 1.3718 1.6660 -1.0924
C 2.0280 1.8437 0.1388
C 1.3406 0.2406 -1.4352
C 3.2203 0.4494 1.8697
H 3.1917 -0.5830 2.2381
H 2.9154 1.1122 2.6877
H 4.2713 0.6976 1.6384
C 2.4235 3.1686 0.6678
H 2.8004 3.0830 1.6954
H 1.5597 3.8462 0.6424
H 3.2164 3.6376 0.0625
C 1.1304 2.7935 -2.0064
H 2.0818 3.2126 -2.3674
H 0.6207 3.5998 -1.4636
H 0.5465 2.5153 -2.8928
C 1.6608 -0.0891 -2.8486
H 2.7553 -0.0291 -3.0011
H 1.1682 0.6340 -3.5089
H 1.3113 -1.0941 -3.1030
C 3.1336 -1.4352 -0.4890
H 4.0140 -0.8782 -0.8681
H 2.8619 -2.2073 -1.2121
H 3.4152 -1.9275 0.4508
C -1.0311 -2.2137 0.9290
C 0.3867 -2.4952 1.1058
C 0.9701 -3.8427 0.7326
C 1.1621 -4.1018 -0.7915
C 0.6107 -2.9835 -1.6497
C -0.7964 -2.7502 -1.7386
C -1.7795 -3.6595 -1.0360
C -1.9375 -3.3237 0.4498
H 0.3461 -4.6371 1.1611
H 0.7138 -5.0717 -1.0478
H 1.9573 -3.9003 1.2112
H -1.7617 -4.2281 1.0561
H -1.5211 -1.5845 1.6868
H 0.9022 -2.0156 1.9600
H -2.9769 -3.0258 0.6383
H -2.7434 -3.5808 -1.5409
H -1.1728 -2.4108 -2.7031
H -1.4695 -4.7058 -1.1235
H 2.2340 -4.1985 -0.9988
H 1.1890 -2.8234 -2.5681
P -0.6919 0.6578 2.3329
C -0.0700 2.2670 2.8431
H -0.4911 2.4756 3.8275
H -0.4129 3.0196 2.1226
H 1.0205 2.2646 2.8863
C -2.5031 0.8515 2.4722
H -2.7192 1.0106 3.5364
H -3.0161 -0.0517 2.1140
H -2.8255 1.7167 1.8769
C -0.2337 -0.3575 3.7815
H -0.6141 -1.3856 3.6872
H -0.6531 0.1417 4.6630
H 0.8636 -0.3995 3.8504
P -1.8252 0.1291 -1.4419
C -1.7805 0.0381 -3.2776
H -2.7981 -0.1022 -3.6725
H -1.1506 -0.7823 -3.6280
H -1.3535 0.9764 -3.6579
C -3.4456 -0.5496 -0.9748
H -3.4079 -1.6320 -0.8245
H -4.1605 -0.3229 -1.7732
H -3.7688 -0.0770 -0.0408
C -2.0348 1.9163 -1.1864
H -3.0237 2.2541 -1.5392
H -1.2762 2.4794 -1.7314
H -1.9288 2.2201 -0.1436
F -1.6493 3.8360 0.9841
B -1.3060 5.1738 0.4800
F 0.0715 5.1673 0.1143
F -2.1018 5.3968 -0.6645
F -1.5228 6.0812 1.5285

These are the Löwdin partial charges, in e, on atoms 1 to 6: number 1, Ir, carries 1.333; number 2, C, carries -0.205; number 3, C, carries -0.366; number 4, C, carries -0.159; number 5, C, carries -0.148; number 6, C, carries -0.358